The following is a DFT calculation (the ωB97M-V functional and the def2-TZVPD basis) of an isolated molecule of C5H9NO at a distorted geometry.

Element x y z (Å)
O -1.465898 1.758336 0.833853
N -0.466136 1.357878 -1.254715
C 0.114388 -0.083346 0.198287
C -0.825349 1.108146 0.037464
C 0.784916 0.634332 -1.206707
C -0.319926 -1.464424 -0.302493
C 0.420735 -0.232732 1.722111
H -1.080279 -1.941557 0.323296
H 0.945075 0.083240 -2.156111
H -0.681808 -1.427530 -1.331591
H 0.633091 0.702157 2.248581
H -0.539315 -0.577004 2.153140
H 0.568668 -2.109650 -0.277626
H -0.903871 1.912866 -1.967347
H 1.657765 1.270958 -1.021269
H 1.157943 -0.991670 2.001128

Forces on atoms 1 to 6 (eV/Å):
O -0.1551 -0.6136 -0.4631
N -0.1553 0.1047 0.1066
C 0.0450 -0.0070 -0.1907
C -0.5502 0.2615 0.2207
C 0.1200 -0.2260 0.4949
C -0.1390 -0.0241 -0.1073

For the HOMO energy, the calculation gives -9.6 eV. Its multiplicity is 1. Its SMILES is CC1(C)CNC1=O. As for the max |F|: 1.1 eV/A. Its LUMO energy is 0.88 eV. The value obtained for the HOMO-LUMO gap is 10.5 eV. The calculation puts the energy above the lowest of the compared OMol25 structures with the same formula, charge and spin at 178.0 kJ/mol.